1.
ORCA calculation (ωB97M-V/def2-TZVPD) on a cluster of 6 separate species, C39H48F5N5O2P in total.

Positions of all 100 atoms, in Å:
C1 2.92216 3.74291 2.91852
N1 2.05150 3.92567 1.74503
C2 2.63017 3.41973 0.53640
N2 1.54611 3.13390 -0.47121
P1 -0.14185 3.68808 -0.27907
O1 -0.62453 4.34823 -1.49799
C3 1.81406 2.46078 -1.55340
N3 0.80446 2.11323 -2.45963
N4 3.13699 2.05871 -1.74951
C4 3.21488 0.55970 -1.86492
C5 3.78432 -0.08619 -0.59725
C6 3.08792 -1.40517 -0.25628
C7 1.62847 -1.13378 0.09783
N5 0.98514 -2.21198 0.83161
C8 -0.35056 -2.03390 1.12525
C9 -0.87198 -2.85678 2.27608
O2 -1.03655 -1.23275 0.51500
H1 3.45051 2.79338 2.83128
H2 2.31836 3.70542 3.82290
H3 3.66368 4.53831 3.01589
H4 1.87693 4.91957 1.64023
H5 3.09869 2.46383 0.74446
H6 3.36609 4.06096 0.04372
H7 -0.72999 2.47635 0.10333
H8 -0.06640 4.46159 0.86580
H9 0.06953 1.54365 -2.03172
H10 0.33515 2.94382 -2.82497
H11 3.50706 2.49438 -2.59099
H12 3.79889 0.30070 -2.74568
H13 2.21355 0.17850 -2.06001
H14 4.86284 -0.20938 -0.69714
H15 3.63050 0.59189 0.24606
H16 3.14183 -2.11560 -1.08569
H17 3.60308 -1.86659 0.59019
H18 1.02121 -0.97919 -0.79384
H19 1.57216 -0.20060 0.68502
H20 1.52986 -2.60402 1.58715
H21 -0.42271 -3.84666 2.34498
H22 -1.95228 -2.94274 2.18925
H23 -0.64730 -2.33184 3.20854
F1 3.35876 -1.74305 -4.97995
C10 2.01051 -1.70702 -5.09926
C11 1.34724 -2.80333 -5.61094
C12 -0.03996 -2.74975 -5.68538
C13 -0.73012 -1.61993 -5.26535
C14 -0.02923 -0.52985 -4.77468
C15 1.35051 -0.57122 -4.67863
H24 1.90538 -3.67277 -5.92932
H25 -0.58194 -3.60458 -6.06845
H26 -1.81032 -1.58474 -5.31972
H27 -0.56234 0.35452 -4.44934
H28 1.91014 0.26257 -4.28478
F2 -1.99777 0.50926 -2.04652
C16 -3.16953 -0.11834 -2.36223
C17 -4.00886 0.48327 -3.27469
C18 -5.18151 -0.18042 -3.61107
C19 -5.48508 -1.40548 -3.03394
C20 -4.61411 -1.97375 -2.11362
C21 -3.43244 -1.33133 -1.76652
H29 -3.74575 1.43626 -3.71370
H30 -5.85454 0.26245 -4.33319
H31 -6.39714 -1.91875 -3.30568
H32 -4.84906 -2.92937 -1.66364
H33 -2.72838 -1.74797 -1.05994
F3 1.92984 0.38633 5.12049
C22 0.82481 0.96626 5.65454
C23 0.98881 1.89617 6.65945
C24 -0.14664 2.48359 7.20106
C25 -1.40832 2.13294 6.73959
C26 -1.53776 1.18644 5.73257
C27 -0.41312 0.59310 5.17561
H34 1.98135 2.13663 7.01580
H35 -0.04098 3.20790 7.99765
H36 -2.28900 2.58600 7.17332
H37 -2.51958 0.90015 5.37906
H38 -0.49032 -0.14901 4.39275
F4 -5.37190 -2.01978 -6.61732
C28 -4.77114 -1.13436 -7.44102
C29 -3.47299 -1.37911 -7.84161
C30 -2.85639 -0.45810 -8.67687
C31 -3.53918 0.67363 -9.10094
C32 -4.84625 0.88761 -8.68481
C33 -5.47751 -0.01924 -7.84463
H39 -2.96521 -2.27061 -7.49950
H40 -1.83772 -0.63151 -8.99873
H41 -3.05658 1.38415 -9.75803
H42 -5.38420 1.76546 -9.01787
H43 -6.49645 0.12210 -7.51138
F5 2.76851 -0.18090 11.06570
C34 2.58028 -1.14855 10.14565
C35 2.37436 -2.44418 10.57471
C36 2.17992 -3.42858 9.61630
C37 2.19304 -3.11140 8.26471
C38 2.40298 -1.79858 7.86563
C39 2.60021 -0.80107 8.81018
H44 2.36898 -2.66547 11.63282
H45 2.01745 -4.45074 9.93184
H46 2.04213 -3.88706 7.52604
H47 2.41714 -1.54249 6.81392
H48 2.76502 0.22945 8.52865

Its HOMO-LUMO gap is 0.25052 Ha. As for the charge: +1. Its spin multiplicity is 1. The calculation puts the LUMO energy at -3.890 eV.

***

2.
ORCA calculation (ωB97M-V/def2-TZVPD) on a structure of composition C39H48IN6O6P2Sr.

Positions of all 103 atoms, in Å:
Sr1 0.76263 -0.20240 -0.65777
C1 3.88730 2.30662 -3.26385
C2 3.19999 1.05536 -2.73011
O1 2.21433 1.25793 -1.95730
C3 3.73186 -0.16799 -3.11427
C4 3.27028 -1.49212 -2.80654
C5 3.99402 -2.62117 -3.50730
N1 2.29551 -1.74803 -1.98315
N2 1.98882 -3.11282 -1.87744
C6 1.02530 -3.37576 -1.04216
O2 0.36551 -2.57270 -0.28378
C7 0.63463 -4.83053 -0.98513
C8 1.24493 -5.79764 -1.78397
C9 0.86605 -7.12723 -1.69438
C10 -0.13016 -7.51741 -0.80525
C11 -0.74254 -6.56266 -0.00757
C12 -0.36067 -5.22984 -0.09797
H1 3.20986 3.15293 -3.16011
H2 4.18102 2.19791 -4.30866
H3 4.78900 2.51461 -2.68184
H4 4.56653 -0.12051 -3.80318
H5 4.68174 -2.23027 -4.25572
H6 3.27979 -3.29806 -3.97275
H7 4.55657 -3.21757 -2.78505
H8 2.01772 -5.47761 -2.46949
H9 1.34871 -7.86705 -2.32231
H10 -0.42509 -8.55778 -0.73777
H11 -1.52048 -6.85491 0.68823
H12 -0.82854 -4.47064 0.51559
C13 -2.82756 -0.51807 -4.04835
C14 -2.88983 0.79404 -3.32880
N3 -3.89046 1.59705 -3.55672
C15 -3.92570 2.78409 -2.90383
C16 -2.94042 3.20649 -2.05423
C17 -3.11394 4.54366 -1.36596
O3 -4.47502 4.93697 -1.20675
C18 -1.82945 2.35424 -1.77374
C19 -0.82145 2.90864 -0.86978
N4 -0.07395 2.35785 0.02604
C20 0.48961 3.26386 0.96338
C21 -0.32389 4.29662 1.46191
C22 0.10729 5.20404 2.41126
C23 1.39068 5.10075 2.92083
C24 2.20261 4.07016 2.48023
C25 1.76769 3.14947 1.53010
I1 3.13670 1.62785 1.10493
C26 -1.81538 1.07249 -2.38893
O4 -0.95208 0.16423 -2.20718
H13 -3.63649 -0.57247 -4.77404
H14 -2.90492 -1.34991 -3.34399
H15 -1.86160 -0.63840 -4.54098
H16 -4.78611 3.40985 -3.10232
H17 -2.63662 5.34808 -1.93198
H18 -2.64286 4.52144 -0.38305
H19 -4.98380 4.14807 -0.96816
H20 -0.77584 3.99921 -0.93244
H21 -1.34100 4.37640 1.10416
H22 -0.57029 5.97712 2.75088
H23 1.75561 5.79587 3.66549
H24 3.19994 3.96540 2.88577
C27 -0.30984 -2.31224 2.93236
P1 0.74977 -0.84029 2.67535
C28 -0.00146 0.32464 3.88777
C29 2.23193 -1.34122 3.65901
C30 3.03850 -2.46043 2.99937
P2 3.61203 -2.04179 1.28191
C31 5.28098 -1.36877 1.69816
C32 4.11723 -3.72424 0.75229
H25 -0.38120 -2.59866 3.98558
H26 0.08770 -3.13744 2.34075
H27 -1.30333 -2.09133 2.54156
H28 -0.01360 -0.07582 4.90512
H29 -1.02899 0.53366 3.58447
H30 0.55133 1.26698 3.88071
H31 1.90182 -1.64377 4.65953
H32 2.85385 -0.44834 3.78481
H33 2.43329 -3.36854 2.92766
H34 3.90915 -2.71117 3.61559
H35 5.88131 -2.08347 2.26826
H36 5.17803 -0.45437 2.28700
H37 5.80864 -1.11394 0.77742
H38 4.77132 -4.20061 1.48839
H39 4.62953 -3.66058 -0.20811
H40 3.22966 -4.33889 0.59876
O5 -3.99910 5.58730 1.66047
C33 -4.51089 4.46736 2.34560
N5 -3.94157 3.21344 1.91023
C34 -4.58685 2.38487 1.04059
O6 -5.70297 2.64707 0.61482
C35 -3.88670 1.12227 0.64899
C36 -4.54918 0.22951 -0.18621
C37 -3.90482 -0.92971 -0.57541
C38 -2.60169 -1.15005 -0.14865
N6 -1.94671 -0.28667 0.62880
C39 -2.58615 0.80745 1.02250
H41 -4.34475 5.58484 0.75486
H42 -5.59045 4.37888 2.23091
H43 -4.26163 4.61649 3.39493
H44 -2.98825 3.01817 2.16307
H45 -5.54937 0.46889 -0.52140
H46 -4.38801 -1.64411 -1.22759
H47 -2.03437 -2.02400 -0.45473
H48 -1.99030 1.47088 1.64179

Its HOMO-LUMO gap is 0.21115 Ha. As for the charge: -1. Its spin multiplicity is 1. The calculation puts the LUMO energy at 2.050 eV.

***

3.
ORCA calculation (ωB97M-V/def2-TZVPD) on a structure of composition C39H49FeN8P2S2Si2.

Positions of all 103 atoms, in Å:
Fe1 -0.01604 -0.04074 -1.04095
C1 -3.03840 3.02092 -1.08146
Si1 -1.52938 3.11686 0.04709
C2 -2.05275 4.12016 1.55510
C3 -0.17102 4.16455 -0.76840
N1 -0.84419 1.57616 0.29766
P1 -1.13224 0.37212 1.33894
C4 -0.44285 -1.10083 0.82542
P2 1.23320 -1.14222 1.05448
N2 2.03947 0.11165 0.49281
Si2 3.65129 0.65942 0.48930
C5 4.80310 0.08267 1.86875
C6 3.59662 2.53188 0.62374
C7 4.61638 0.21317 -1.06494
C8 1.63110 -1.56802 2.80056
C9 2.25445 -0.68024 3.66483
C10 2.43745 -0.99980 5.00658
C11 1.99385 -2.21695 5.49561
C12 1.34796 -3.10855 4.64370
C13 1.16037 -2.78041 3.31177
C14 1.85153 -2.64447 0.17573
C15 3.02976 -3.28242 0.56060
C16 3.57775 -4.29940 -0.21071
C17 2.95562 -4.69299 -1.38725
C18 1.77404 -4.07556 -1.77623
C19 1.22563 -3.06911 -0.99465
C20 -0.63237 0.88142 3.02364
C21 0.28482 1.91292 3.19280
C22 0.72968 2.26142 4.46277
C23 0.27328 1.56427 5.57125
C24 -0.61861 0.51036 5.40802
C25 -1.06704 0.17025 4.14133
C26 -2.93120 0.10370 1.54456
C27 -3.71855 1.03681 2.21928
C28 -5.09434 0.88103 2.29553
C29 -5.69797 -0.21517 1.69037
C30 -4.92057 -1.15450 1.02901
C31 -3.54116 -1.00127 0.96229
H1 -2.94312 3.66731 -1.95827
H2 -3.94948 3.30510 -0.54947
H3 -3.17395 1.99547 -1.43541
H4 -1.95482 5.18319 1.31600
H5 -1.43669 3.91793 2.43266
H6 -3.09456 3.93902 1.82532
H7 -0.55388 4.80669 -1.56755
H8 0.63150 3.53908 -1.17335
H9 0.29438 4.81050 -0.01910
H10 4.60342 0.53678 2.83973
H11 5.82063 0.35613 1.57172
H12 4.77748 -1.00249 1.99738
H13 3.13551 2.82952 1.57040
H14 2.99270 2.95626 -0.18323
H15 4.59642 2.97464 0.57771
H16 5.22538 -0.67984 -0.89575
H17 5.29072 1.02430 -1.35845
H18 3.94985 0.00883 -1.90028
H19 2.57020 0.28342 3.28881
H20 2.91596 -0.28922 5.66999
H21 2.13372 -2.46702 6.54058
H22 0.98167 -4.05408 5.02536
H23 0.63363 -3.45881 2.65000
H24 3.52376 -2.98385 1.47836
H25 4.49509 -4.78195 0.10538
H26 3.38553 -5.48175 -1.99308
H27 1.26698 -4.38085 -2.68242
H28 0.27133 -2.64153 -1.29065
H29 0.65885 2.42286 2.31212
H30 1.44055 3.07045 4.58356
H31 0.62218 1.82957 6.56220
H32 -0.95801 -0.05131 6.26973
H33 -1.75855 -0.65456 4.01091
H34 -3.24663 1.88192 2.70667
H35 -5.69460 1.61032 2.82642
H36 -6.77377 -0.33592 1.73874
H37 -5.38587 -2.00776 0.55119
H38 -2.92003 -1.72673 0.45249
C32 -0.42985 4.20950 -5.65515
C33 0.49178 3.11103 -5.28515
N3 1.61987 2.82996 -5.85544
N4 2.07915 1.74591 -5.15040
C34 1.26198 1.34457 -4.16353
S1 1.50257 0.02962 -3.15963
N5 0.23291 2.23949 -4.25263
N6 -0.92981 2.28611 -3.49183
H39 0.03645 4.81771 -6.42554
H40 -0.65739 4.81823 -4.78103
H41 -1.37334 3.80663 -6.02275
H42 2.95305 1.31113 -5.38805
H43 -1.37795 1.36309 -3.51110
H44 -0.67872 2.47972 -2.52317
C35 -4.58215 -4.54411 -3.93610
C36 -3.26151 -3.83292 -3.84517
C37 -2.10205 -4.37294 -4.38825
C38 -0.94534 -3.64333 -4.18939
N7 -0.91161 -2.49272 -3.53610
C39 -2.08155 -2.02969 -3.05657
S2 -2.13647 -0.49584 -2.22721
N8 -3.25554 -2.67924 -3.19106
H45 -4.59540 -5.26186 -4.75633
H46 -5.38292 -3.81837 -4.06613
H47 -4.77287 -5.08299 -3.00574
H48 -2.10339 -5.30903 -4.92954
H49 0.00796 -4.00034 -4.57240

Its HOMO-LUMO gap (alpha / beta) is 0.24057 / 0.25522 Ha. As for the charge: -1. As for the expectation value of S²: 6.01. Its spin multiplicity is 5. The calculation puts the LUMO energy (alpha / beta) at 2.388 / 2.384 eV.

***

4.
ORCA calculation (ωB97M-V/def2-TZVPD) on a structure of composition C39H49GeN6O2S2TeW.

Positions of all 101 atoms, in Å:
W1 -0.49308 -0.61185 -0.98453
C1 -0.10638 -2.52290 1.70356
C2 -1.41086 -3.13913 1.39256
C3 -1.50572 -3.29222 0.05146
C4 -0.29135 -2.84315 -0.65230
C5 0.70711 -2.55221 0.44541
H1 0.37943 -2.72933 2.65146
H2 -2.14223 -3.45917 2.12688
H3 -2.36306 -3.70783 -0.46852
H4 0.03271 -3.44444 -1.49585
H5 1.73215 -2.91520 0.42200
N1 -1.16518 1.08895 0.58284
C6 -1.73484 2.28131 -0.03468
C7 -2.51313 3.22895 0.89863
C8 -3.23451 2.61150 2.10326
C9 -4.60220 1.99109 1.79982
N2 -4.64424 1.13251 0.62558
C10 -4.13968 -0.10131 0.57222
N3 -3.72259 -0.74739 1.67569
N4 -4.09099 -0.73228 -0.58884
C11 -2.44541 1.78373 -1.30019
O1 -3.54564 2.24809 -1.65227
O2 -1.80199 0.88555 -1.91876
H6 -1.74375 0.66639 1.29413
H7 -0.26674 1.28996 1.00125
H8 -0.87880 2.83489 -0.43422
H9 -3.22438 3.79003 0.28605
H10 -1.79504 3.94910 1.29502
H11 -3.40668 3.39555 2.84540
H12 -2.57875 1.89325 2.60584
H13 -5.31818 2.78950 1.60312
H14 -4.98763 1.44315 2.66361
H15 -4.59411 1.62975 -0.27092
H16 -3.61576 -0.23367 2.53344
H17 -3.12440 -1.56838 1.54381
H18 -4.23076 -0.19651 -1.43795
H19 -3.41406 -1.48873 -0.71913
C12 0.32031 -1.17764 1.01022
Ge1 1.65511 -0.28444 2.09499
C13 3.41979 -1.12586 1.91726
C14 3.96459 -1.90234 2.93995
C15 5.16421 -2.58119 2.76330
C16 5.83605 -2.50045 1.55208
C17 5.29897 -1.74514 0.51835
C18 4.10109 -1.06689 0.69861
C19 1.09780 -0.40160 3.99912
C20 1.96761 -0.00932 5.01789
C21 1.54879 0.06696 6.33942
C22 0.23478 -0.23596 6.67118
C23 -0.65054 -0.61674 5.67312
C24 -0.21757 -0.69884 4.35455
C25 1.83453 1.68958 2.00553
C26 2.80126 2.32864 1.22913
C27 2.91421 3.71150 1.21657
C28 2.05576 4.49193 1.97942
C29 1.09694 3.87751 2.77076
C30 1.00090 2.49102 2.78896
H20 3.44606 -1.98883 3.88866
H21 5.56869 -3.18075 3.57029
H22 6.76758 -3.03488 1.40968
H23 5.80051 -1.69382 -0.44037
H24 3.67520 -0.51367 -0.13340
H25 2.99152 0.25651 4.77434
H26 2.24612 0.37081 7.11108
H27 -0.09607 -0.17498 7.70079
H28 -1.67768 -0.85718 5.92349
H29 -0.91198 -1.01335 3.58106
H30 3.46380 1.74207 0.60697
H31 3.66776 4.18125 0.59653
H32 2.13809 5.57185 1.96032
H33 0.43114 4.47407 3.38416
H34 0.26505 2.02727 3.44009
C31 0.41615 1.22005 -5.64783
C32 0.71050 1.15413 -4.15836
N5 0.99652 -0.22242 -3.78393
C33 1.18564 -0.55053 -2.37431
S1 1.45711 0.82749 -1.25206
N6 2.26798 -1.53277 -2.27217
C34 2.11787 -2.72136 -3.11503
C35 3.02572 -2.68013 -4.33747
H35 0.21164 2.24835 -5.95458
H36 -0.46358 0.62197 -5.89716
H37 1.26180 0.84278 -6.22722
H38 -0.13537 1.57874 -3.60236
H39 1.58461 1.76320 -3.91978
H40 0.24819 -0.81104 -4.13876
H41 2.34189 -1.80718 -1.30309
H42 1.07672 -2.85440 -3.43274
H43 2.36817 -3.60091 -2.51154
H44 2.79269 -1.80143 -4.93693
H45 2.89484 -3.57753 -4.95009
H46 4.07151 -2.61595 -4.02914
Te1 -2.03175 -2.10164 -3.04578
C36 -2.64232 -0.86583 -4.65016
C37 -3.15379 0.40157 -4.71264
C38 -3.44094 0.82948 -6.04106
C39 -3.15862 -0.11594 -6.97801
S2 -2.50280 -1.51885 -6.24130
H47 -3.30996 1.01453 -3.83824
H48 -3.84629 1.80378 -6.28003
H49 -3.28378 -0.05289 -8.04731

Its HOMO-LUMO gap (alpha / beta) is 0.16539 / 0.20687 Ha. As for the charge: -1. As for the expectation value of S²: 2.02. Its spin multiplicity is 3. The calculation puts the LUMO energy (alpha / beta) at 1.941 / 1.940 eV.